[1]
Formula: C34H47Br3F3IO12S5
Source: the OMol25 dataset
Level of theory: ωB97M-V with the def2-TZVPD basis set

Kohn-Sham gap = 8.08 eV
LUMO level = -1.0 eV

The geometry in ORCA input format:
```
! RIJCOSX wB97M-V def2-TZVPD def2/J DEFGRID3
* xyz 0 1
O 5.726 -1.432 -1.222
C 5.039 -0.588 -1.732
C 3.496 -0.785 -1.999
I 2.426 -1.924 -0.521
C 2.875 -0.260 -3.099
C 1.355 -0.377 -3.408
C 0.714 0.914 -4.060
C -0.250 1.710 -3.097
F -1.517 1.133 -2.977
Br 0.586 2.021 -1.308
C -0.440 3.178 -3.749
F -1.573 3.818 -3.300
F -0.432 3.168 -5.127
Br 1.099 4.302 -3.160
C 3.801 0.518 -4.117
O 3.602 0.488 -5.306
C 4.946 1.350 -3.436
C 5.297 2.636 -4.036
C 6.384 3.398 -3.357
C 7.065 2.824 -2.177
Br 8.494 3.857 -1.354
C 6.698 1.514 -1.583
C 5.604 0.790 -2.233
H 1.212 -1.229 -4.141
H 0.755 -0.617 -2.485
H 0.090 0.577 -4.942
H 1.447 1.657 -4.465
H 4.778 3.021 -4.953
H 6.650 4.397 -3.777
H 7.200 1.079 -0.675
C -6.330 -1.263 -4.847
C -5.320 -0.114 -4.785
C -4.101 -0.617 -4.006
S -4.040 -2.389 -4.260
O -4.275 -3.044 -2.995
O -2.906 -2.713 -5.093
C -5.529 -2.499 -5.240
H -7.130 -1.060 -5.560
H -6.784 -1.408 -3.862
H -5.020 0.162 -5.800
H -5.747 0.774 -4.317
H -3.178 -0.169 -4.370
H -4.207 -0.433 -2.937
H -6.046 -3.433 -5.026
H -5.239 -2.462 -6.291
C 6.229 -0.218 3.456
C 6.219 -1.689 3.028
C 7.093 -1.809 1.777
S 8.307 -0.496 1.887
O 8.068 0.446 0.809
O 9.602 -1.067 2.134
C 7.688 0.219 3.402
H 5.807 -0.083 4.453
H 5.634 0.374 2.754
H 6.637 -2.304 3.830
H 5.206 -2.047 2.836
H 7.606 -2.768 1.732
H 6.513 -1.656 0.868
H 7.813 1.301 3.380
H 8.257 -0.209 4.227
C -7.161 0.906 0.364
C -7.693 -0.298 -0.417
C -8.605 0.239 -1.523
S -8.003 1.881 -1.916
O -9.013 2.843 -1.546
O -7.401 1.867 -3.230
C -6.709 1.915 -0.686
H -6.344 0.628 1.030
H -7.962 1.333 0.971
H -6.854 -0.842 -0.862
H -8.228 -0.993 0.231
H -8.564 -0.383 -2.417
H -9.636 0.332 -1.182
H -6.597 2.924 -0.294
H -5.782 1.594 -1.168
C 10.259 -3.592 6.679
C 9.662 -4.875 6.093
C 9.223 -4.566 4.659
S 10.292 -3.246 4.082
O 9.492 -2.065 3.865
O 11.184 -3.762 3.075
C 11.198 -3.046 5.609
H 10.785 -3.780 7.615
H 9.460 -2.871 6.879
H 10.425 -5.659 6.084
H 8.825 -5.241 6.690
H 9.335 -5.431 4.007
H 8.195 -4.205 4.625
H 11.452 -1.997 5.755
H 12.106 -3.647 5.540
C -10.229 3.530 3.725
C -11.644 3.279 3.197
C -11.655 1.889 2.555
S -10.396 0.936 3.402
O -9.345 0.623 2.461
O -11.027 -0.076 4.211
C -9.830 2.257 4.463
H -10.189 4.401 4.380
H -9.548 3.705 2.886
H -12.353 3.306 4.029
H -11.950 4.045 2.482
H -12.620 1.397 2.674
H -11.390 1.935 1.498
H -8.757 2.170 4.622
H -10.360 2.170 5.413
*
```

Results of the Löwdin charge analysis, in e, for atoms 1 through 4: 0.0713, -0.3487, -0.5137, 0.8858

***

[2]
Formula: C34H47ClIIrN5OPS
Source: the OMol25 dataset
Level of theory: ωB97M-V with the def2-TZVPD basis set

Kohn-Sham gap (spin up / spin down) = 4.57 / 4.67 eV
LUMO level (spin up / spin down) = -7.5 / -7.4 eV

The geometry in ORCA input format:
```
! RIJCOSX wB97M-V def2-TZVPD def2/J DEFGRID3
* xyz 2 1
Ir 1.081 -0.283 0.353
Cl 5.213 -6.467 0.241
C 4.543 -4.879 0.355
C 5.057 -3.992 1.243
C 4.528 -2.691 1.364
I 5.398 -1.352 2.687
C 3.446 -2.281 0.621
O 2.977 -1.034 0.750
C 2.935 -3.204 -0.368
N 1.967 -2.752 -1.206
C 1.512 -3.551 -2.147
C 1.964 -4.869 -2.325
C 2.944 -5.342 -1.502
C 3.482 -4.507 -0.501
H 5.887 -4.290 1.871
H 0.755 -3.144 -2.810
H 1.548 -5.481 -3.114
H 3.329 -6.347 -1.616
C -1.881 -0.407 -2.314
C -2.290 1.010 -2.711
C -2.782 1.816 -1.492
C -2.448 1.191 -0.127
C -3.100 -0.206 -0.079
C -2.957 -0.995 -1.403
P -0.688 1.406 0.471
C -0.717 1.702 2.317
C -0.184 0.522 3.148
C -1.245 -0.508 3.508
C -2.422 0.141 4.228
C -3.040 1.215 3.341
C -2.007 2.267 2.943
C -0.228 3.094 -0.128
C -1.230 4.209 0.251
C -1.007 5.452 -0.626
C 0.475 5.642 -0.933
C 1.007 4.486 -1.801
C 0.195 3.197 -1.597
H -0.918 -0.396 -1.795
H -1.754 -1.024 -3.206
H -3.111 0.939 -3.427
H -1.476 1.521 -3.230
H -3.875 1.853 -1.513
H -2.464 2.855 -1.550
H -2.942 1.802 0.632
H -4.161 -0.035 0.115
H -2.736 -0.774 0.776
H -3.907 -0.969 -1.942
H -2.763 -2.051 -1.199
H 0.031 2.501 2.381
H 0.252 0.925 4.067
H 0.660 0.022 2.632
H -0.795 -1.291 4.123
H -1.610 -0.977 2.589
H -2.070 0.592 5.162
H -3.166 -0.608 4.502
H -3.863 1.711 3.857
H -3.471 0.740 2.454
H -1.702 2.806 3.846
H -2.461 3.020 2.296
H 0.674 3.295 0.450
H -1.072 4.480 1.297
H -2.270 3.888 0.166
H -1.401 6.324 -0.106
H -1.572 5.369 -1.559
H 1.027 5.700 0.010
H 0.639 6.591 -1.441
H 2.062 4.306 -1.565
H 0.967 4.762 -2.856
H 0.781 2.326 -1.896
H -0.678 3.212 -2.250
C -2.080 -4.659 -0.137
N -1.650 -3.727 0.918
C -2.201 -3.925 2.271
C -0.967 -2.664 0.616
N -0.308 -1.763 0.320
H -1.888 -5.674 0.203
H -1.509 -4.474 -1.044
H -3.144 -4.538 -0.339
H -2.044 -4.964 2.552
H -3.269 -3.704 2.281
H -1.684 -3.286 2.978
S 2.549 1.647 0.765
C 2.977 1.329 -0.816
N 4.043 1.849 -1.467
C 4.360 1.481 -2.731
C 3.603 0.550 -3.372
C 2.521 0.012 -2.666
N 2.209 0.419 -1.453
H 4.645 2.487 -0.961
H 5.231 1.953 -3.164
H 3.838 0.231 -4.375
H 1.896 -0.762 -3.091
*
```

Results of the Löwdin charge analysis, in e, for atoms 1 through 4: 1.0956, 0.7429, -0.6110, -0.1583

***

[3]
Formula: C34H47CsFN3O4SSi2Te
Source: the OMol25 dataset
Level of theory: ωB97M-V with the def2-TZVPD basis set

Kohn-Sham gap = 3.13 eV
LUMO level = -2.4 eV

The geometry in ORCA input format:
```
! RIJCOSX wB97M-V def2-TZVPD def2/J DEFGRID3
* xyz 0 1
Cs -1.313 0.890 -1.336
C 3.760 -0.383 5.251
C 3.331 0.876 4.527
N 2.726 0.587 3.192
C 1.351 0.643 2.940
C 0.775 0.090 1.811
C -0.733 0.133 1.570
O -1.172 -1.029 1.018
O -1.468 1.130 1.706
C 1.576 -0.357 0.688
O 1.168 -0.554 -0.484
C 2.968 -0.359 0.957
C 3.871 -0.805 -0.019
C 5.201 -0.901 0.213
F 6.011 -1.534 -0.665
C 5.833 -0.243 1.303
C 4.934 0.355 2.219
C 3.552 0.221 2.145
N 7.210 -0.210 1.410
C 7.970 -0.433 2.644
C 9.312 0.342 2.669
N 10.132 0.169 1.422
C 9.339 0.107 0.118
C 7.918 0.543 0.292
H 4.345 -0.180 6.173
H 4.471 -0.946 4.577
H 2.966 -1.143 5.525
H 4.129 1.616 4.372
H 2.593 1.474 5.110
H 0.801 1.093 3.771
H 3.436 -1.111 -0.964
H 5.367 0.869 3.072
H 8.168 -1.523 2.774
H 7.332 -0.191 3.560
H 9.953 -0.016 3.533
H 9.033 1.398 2.865
H 10.670 -0.742 1.541
H 10.820 0.911 1.386
H 9.314 -0.983 -0.168
H 9.844 0.666 -0.671
H 7.420 0.277 -0.659
H 7.802 1.642 0.458
C -0.115 -5.181 -2.919
Si -1.726 -5.969 -2.283
C -3.078 -5.680 -3.551
C -1.519 -7.810 -2.091
C -2.403 -5.332 -0.635
Te -1.999 -3.358 0.181
C -3.704 -3.097 1.385
Si -5.113 -2.164 0.524
C -6.671 -2.254 1.579
C -4.435 -0.385 0.344
C -5.423 -2.770 -1.274
H 0.500 -5.854 -3.549
H 0.563 -4.921 -2.077
H -0.376 -4.290 -3.560
H -2.687 -5.859 -4.577
H -3.351 -4.672 -3.550
H -3.950 -6.390 -3.415
H -0.785 -8.230 -2.823
H -2.514 -8.324 -2.236
H -1.054 -8.115 -1.101
H -2.055 -6.035 0.139
H -3.489 -5.360 -0.661
H -3.340 -2.423 2.184
H -4.020 -4.088 1.793
H -6.503 -1.781 2.565
H -7.102 -3.286 1.679
H -7.411 -1.651 1.095
H -3.404 -0.248 0.614
H -4.988 0.225 1.064
H -4.748 0.037 -0.627
H -5.788 -3.825 -1.284
H -4.519 -2.784 -1.881
H -6.146 -2.126 -1.805
C -8.277 9.281 -1.897
C -7.171 8.235 -2.068
O -7.039 7.228 -1.421
S -6.025 8.669 -3.357
C -5.043 7.272 -3.175
C -3.683 7.543 -2.901
C -2.769 6.517 -2.714
C -3.223 5.196 -2.971
C -4.580 4.931 -3.327
C -5.479 5.987 -3.426
C -2.307 4.125 -2.972
C -1.439 3.221 -3.059
H -8.185 9.924 -1.049
H -9.221 8.704 -1.750
H -8.426 9.794 -2.850
H -3.369 8.598 -2.736
H -1.762 6.683 -2.365
H -4.847 3.885 -3.374
H -6.515 5.812 -3.678
*
```

Results of the Löwdin charge analysis, in e, for atoms 1 through 4: 1.0993, -0.0833, -0.1997, -0.0494

***

[4]
Formula: C34H48Br2I2N3O3P3RuS2
Source: the OMol25 dataset
Level of theory: ωB97M-V with the def2-TZVPD basis set

Kohn-Sham gap (spin up / spin down) = 7.28 / 5.98 eV
LUMO level (spin up / spin down) = -3.2 / -4.6 eV

The geometry in ORCA input format:
```
! RIJCOSX wB97M-V def2-TZVPD def2/J DEFGRID3
* xyz 1 2
Ru 0.693 -0.729 -0.682
I -3.329 1.627 1.601
C -2.140 0.031 2.190
C -2.502 -0.645 3.377
C -1.898 -1.813 3.745
I -2.491 -2.739 5.518
C -0.912 -2.397 2.901
C -0.334 -3.671 3.085
C 0.520 -4.170 2.143
C 0.837 -3.392 1.021
N 0.357 -2.181 0.845
C -0.524 -1.677 1.757
C -1.108 -0.430 1.416
O -0.707 0.183 0.293
H -3.289 -0.228 3.989
H -0.591 -4.253 3.960
H 0.959 -5.152 2.247
H 1.513 -3.760 0.263
C -2.547 -1.762 -1.226
P -0.968 -1.518 -2.094
C -1.493 -0.127 -3.179
N -2.592 -0.222 -3.880
C -3.011 0.891 -4.527
C -4.194 0.851 -5.301
C -4.629 1.979 -5.930
C -3.912 3.196 -5.817
C -2.767 3.266 -5.080
C -2.287 2.112 -4.419
N -1.139 2.177 -3.702
C -0.749 1.084 -3.101
P 0.857 0.996 -2.247
C 1.194 2.654 -1.633
C 2.040 0.724 -3.691
C 1.327 -0.001 -4.841
C 2.565 2.056 -4.230
C 3.199 -0.129 -3.185
C -0.623 -3.079 -3.052
C 0.892 -3.198 -3.254
C -1.347 -3.101 -4.395
C -1.088 -4.260 -2.186
H -3.306 -2.070 -1.947
H -2.837 -0.806 -0.790
H -2.459 -2.505 -0.436
H -4.730 -0.086 -5.369
H -5.534 1.951 -6.522
H -4.280 4.076 -6.325
H -2.202 4.184 -4.982
H 0.874 3.398 -2.359
H 2.261 2.736 -1.437
H 0.670 2.791 -0.691
H 0.603 0.644 -5.340
H 0.804 -0.904 -4.515
H 2.073 -0.301 -5.580
H 1.753 2.717 -4.538
H 3.180 1.852 -5.110
H 3.191 2.579 -3.509
H 2.866 -1.104 -2.826
H 3.739 0.357 -2.373
H 3.909 -0.307 -3.997
H 1.298 -2.408 -3.887
H 1.116 -4.149 -3.742
H 1.431 -3.182 -2.302
H -0.992 -2.310 -5.058
H -2.424 -2.979 -4.277
H -1.160 -4.060 -4.882
H -0.678 -4.216 -1.176
H -0.732 -5.184 -2.646
H -2.173 -4.317 -2.121
Br -0.039 3.663 1.825
C -1.294 4.837 0.945
Br -1.798 4.261 -0.836
H -0.828 5.808 0.848
H -2.193 4.875 1.546
C 5.514 2.057 0.594
C 6.101 0.912 -0.208
C 7.332 0.299 0.428
O 5.122 -0.126 -0.511
P 4.048 -0.831 0.410
S 3.530 -2.523 -0.411
S 2.437 0.414 0.595
O 4.823 -0.878 1.790
C 4.391 -1.237 3.128
C 4.094 0.040 3.888
C 3.236 -2.212 3.139
H 6.269 2.838 0.692
H 5.227 1.733 1.595
H 4.640 2.479 0.102
H 6.362 1.271 -1.205
H 7.131 -0.021 1.449
H 8.132 1.040 0.446
H 7.670 -0.558 -0.151
H 5.272 -1.724 3.549
H 3.221 0.540 3.466
H 4.945 0.719 3.849
H 3.891 -0.195 4.934
H 2.336 -1.741 2.740
H 3.041 -2.508 4.170
H 3.467 -3.102 2.556
*
```

Results of the Löwdin charge analysis, in e, for atoms 1 through 4: 0.7600, 0.9999, -0.6225, -0.2134

***

[5]
Formula: C34H48FLuN4O4P2S3Te
Source: the OMol25 dataset
Level of theory: ωB97M-V with the def2-TZVPD basis set

Kohn-Sham gap = 5.37 eV
LUMO level = 4.0 eV

The geometry in ORCA input format:
```
! RIJCOSX wB97M-V def2-TZVPD def2/J DEFGRID3
* xyz -2 1
Lu 0.457 0.887 0.413
S -2.877 1.368 4.628
C -1.566 1.093 3.617
S -1.447 1.993 2.077
S -0.378 -0.149 3.917
N 1.773 1.384 2.301
C 3.132 1.050 2.413
C 3.980 2.075 2.781
C 5.355 1.937 2.738
C 5.895 0.694 2.352
C 5.017 -0.359 2.060
C 3.618 -0.247 2.152
C 2.705 -1.407 1.892
C 3.158 -2.642 2.408
C 2.444 -3.843 2.297
C 1.273 -3.783 1.519
C 0.884 -2.598 0.973
C 1.493 -1.328 1.176
H 1.179 0.833 2.930
H 1.651 2.372 2.543
H 3.542 3.044 3.020
H 6.037 2.754 2.928
H 6.927 0.556 2.260
H 5.417 -1.331 1.752
H 4.140 -2.706 2.851
H 2.819 -4.777 2.689
H 0.620 -4.630 1.395
H 0.076 -2.694 0.228
C 2.081 -2.986 -2.093
O 1.195 -1.952 -2.416
P 1.661 -0.351 -2.138
O 3.221 -0.508 -2.520
C 4.287 -0.579 -1.525
O 1.152 0.150 -3.619
C 1.034 1.532 -3.836
H 2.973 -2.871 -2.696
H 1.586 -3.917 -2.333
H 2.371 -3.049 -1.058
H 5.187 -0.250 -2.043
H 4.379 -1.637 -1.173
H 4.122 0.098 -0.677
H 0.788 2.117 -2.920
H 0.263 1.593 -4.591
H 1.958 1.923 -4.291
O -1.209 -0.416 -0.506
P -2.625 -0.899 -0.732
N -3.288 -1.540 0.596
C -4.626 -1.153 1.101
C -4.497 -1.078 2.623
C -3.491 -2.202 2.840
C -2.499 -2.053 1.737
N -3.530 0.389 -1.275
C -4.795 0.234 -1.968
C -4.590 1.182 -3.135
C -3.897 2.338 -2.487
C -3.078 1.760 -1.363
N -2.849 -2.076 -1.902
C -2.405 -1.785 -3.225
C -1.827 -3.120 -3.768
C -1.869 -4.169 -2.589
C -2.895 -3.525 -1.596
H -5.464 -1.845 0.801
H -4.916 -0.123 0.779
H -5.481 -1.225 3.066
H -4.127 -0.053 2.913
H -4.035 -3.195 2.808
H -3.020 -2.049 3.793
H -2.045 -3.014 1.476
H -1.650 -1.416 1.924
H -5.634 0.539 -1.320
H -4.930 -0.785 -2.293
H -5.534 1.485 -3.586
H -3.988 0.730 -3.898
H -4.650 3.061 -2.075
H -3.283 2.920 -3.171
H -3.268 2.295 -0.428
H -2.008 1.773 -1.555
H -1.637 -1.021 -3.263
H -3.256 -1.388 -3.847
H -0.835 -2.913 -4.170
H -2.502 -3.501 -4.549
H -0.867 -4.185 -2.156
H -2.244 -5.117 -2.943
H -2.695 -3.714 -0.581
H -3.919 -3.901 -1.801
F 0.010 2.400 -0.938
Te 3.629 2.926 -0.920
C 2.983 4.421 0.417
C 3.873 5.255 1.133
C 3.423 6.140 2.107
C 2.055 6.254 2.364
C 1.162 5.474 1.619
C 1.611 4.591 0.674
H 4.927 5.125 0.969
H 4.107 6.753 2.714
H 1.635 6.885 3.136
H 0.111 5.610 1.906
H 0.847 4.058 0.158
*
```

Results of the Löwdin charge analysis, in e, for atoms 1 through 4: 1.3518, 0.3167, -1.7857, 0.3032